No. 1
C50H52AsBF2N3O10PS2Ti as an isolated structure. Source: the OMol25 dataset; level of theory: ωB97M-V/def2-TZVPD.

Geometry (Å):
Ti 0.304 0.757 1.099
C 3.643 4.841 -1.620
O 4.000 3.478 -1.420
C 5.068 2.958 -2.072
C 5.963 3.698 -2.846
C 7.078 3.097 -3.413
C 7.309 1.745 -3.219
C 6.397 1.004 -2.479
C 5.274 1.582 -1.907
N 4.435 0.759 -1.140
C 3.075 0.880 -0.872
N 2.405 1.454 -1.883
C 1.039 1.816 -1.941
C 0.122 1.423 -0.978
C -1.176 1.901 -1.221
C -1.540 2.721 -2.285
C -0.579 3.075 -3.225
C 0.704 2.594 -3.048
O 1.730 2.924 -3.930
C 1.518 2.462 -5.258
N 2.526 0.380 0.196
C 3.394 -0.445 0.982
C 3.422 -1.801 0.644
C 4.214 -2.724 1.302
C 5.021 -2.283 2.348
C 5.015 -0.948 2.697
C 4.218 -0.010 2.034
O 4.338 1.236 2.550
C 3.617 2.378 2.067
H 2.739 5.000 -1.039
H 3.443 5.032 -2.676
H 4.434 5.504 -1.264
H 5.798 4.756 -2.983
H 7.768 3.697 -3.995
H 8.176 1.261 -3.649
H 6.550 -0.060 -2.331
H 4.898 0.046 -0.599
H 2.965 1.873 -2.604
H -1.968 1.622 -0.533
H -2.551 3.109 -2.365
H -0.809 3.722 -4.064
H 2.371 2.786 -5.852
H 0.606 2.880 -5.683
H 1.449 1.371 -5.280
H 2.773 -2.105 -0.170
H 4.198 -3.767 1.005
H 5.649 -2.976 2.895
H 5.623 -0.578 3.516
H 3.885 3.185 2.744
H 2.546 2.224 2.118
H 3.918 2.639 1.056
O -1.566 2.235 4.011
As -2.410 1.726 2.563
O -3.870 1.179 3.053
O -1.434 0.497 1.881
C -2.609 3.340 1.512
C -3.942 3.614 1.250
C -4.292 4.735 0.504
C -3.315 5.569 0.013
C -1.975 5.307 0.267
C -1.622 4.191 1.017
S 0.127 4.032 1.393
O 0.869 4.373 0.214
O 0.356 4.844 2.555
O 0.256 2.574 1.766
H -0.737 2.701 3.828
H -4.691 2.941 1.650
H -5.338 4.948 0.312
H -3.590 6.438 -0.576
H -1.195 5.948 -0.126
O 0.061 -1.349 0.622
S -0.530 -2.076 1.845
C 0.433 -3.579 2.000
C 0.305 -4.600 0.894
C 0.384 -4.234 -0.450
C 0.266 -5.193 -1.449
C 0.083 -6.530 -1.123
C 0.009 -6.903 0.210
C 0.115 -5.939 1.210
C -2.112 -2.697 1.283
C -2.900 -3.254 2.443
C -3.401 -2.388 3.417
C -4.078 -2.901 4.517
C -4.258 -4.274 4.652
C -3.773 -5.136 3.677
C -3.096 -4.625 2.576
H 0.181 -3.993 2.979
H 1.448 -3.177 2.067
H 0.512 -3.188 -0.706
H 0.310 -4.887 -2.487
H 0.001 -7.277 -1.904
H -0.140 -7.942 0.478
H 0.045 -6.231 2.254
H -1.965 -3.412 0.475
H -2.573 -1.786 0.899
H -3.283 -1.310 3.308
H -4.463 -2.219 5.267
H -4.784 -4.671 5.513
H -3.918 -6.207 3.772
H -2.723 -5.293 1.806
F 1.647 1.229 3.984
B 1.413 0.276 3.031
F 1.645 -0.955 3.618
C -5.037 1.123 -1.330
P -4.243 -0.033 -0.136
C -5.718 -0.572 0.796
C -3.928 -1.432 -1.277
C -2.835 -1.299 -2.141
C -2.471 -2.336 -2.989
C -3.181 -3.532 -2.977
C -4.253 -3.684 -2.110
C -4.623 -2.638 -1.263
H -4.326 1.355 -2.125
H -5.292 2.056 -0.823
H -5.938 0.687 -1.769
H -6.564 -0.820 0.149
H -5.980 0.249 1.467
H -5.474 -1.427 1.433
H -2.247 -0.385 -2.128
H -1.620 -2.211 -3.650
H -2.890 -4.345 -3.631
H -4.805 -4.617 -2.087
H -5.454 -2.780 -0.579

Atomic forces in eV per Å
Ti 0.761 -1.861 -1.679
C 0.109 -0.086 -0.052
O 0.292 0.203 0.050
C -0.097 0.465 0.062
C -0.165 -0.022 0.085
C 0.027 -0.042 0.012
C -0.101 -0.006 0.060
C 0.224 -0.106 -0.148
C -0.097 -0.309 -0.100
N 0.140 -0.107 0.531
C -0.073 -0.053 -0.526
N -0.504 -0.075 0.108
C 0.502 -0.231 0.021
C -0.379 0.397 -0.053
C -0.329 -0.069 -0.081
C 0.157 -0.060 -0.042
C -0.030 -0.017 0.091
C -0.060 0.109 -0.138
O 0.033 0.089 -0.230
C 0.042 0.005 0.144
N 0.038 0.149 0.369
C -0.010 0.139 -0.123
C -0.032 -0.059 -0.044
C 0.043 0.013 0.086
C -0.026 -0.055 -0.054
C 0.051 -0.069 0.011
C -0.120 0.118 0.077
O 0.062 0.169 -0.097
C 0.040 -0.136 -0.071
H -0.028 -0.070 0.027
H -0.012 -0.006 -0.045
H 0.051 0.035 0.012
H -0.031 0.039 0.018
H -0.031 -0.026 0.006
H -0.014 0.021 0.017
H -0.008 0.041 -0.034
H 0.019 0.066 0.063
H -0.065 -0.038 -0.081
H -0.018 0.028 0.076
H 0.024 -0.070 -0.015
H 0.013 -0.013 0.033
H 0.027 0.008 0.025
H -0.040 0.023 -0.031
H -0.006 -0.022 0.003
H -0.002 -0.010 0.031
H 0.002 0.054 0.029
H -0.034 0.019 -0.033
H -0.038 -0.029 -0.046
H 0.035 -0.003 0.055
H 0.086 0.067 -0.046
H 0.050 0.003 -0.141
O -0.099 0.141 0.052
As 0.188 -0.542 0.996
O 0.093 0.057 -0.315
O -0.613 0.678 -0.004
C 0.134 -0.242 -0.190
C -0.119 0.246 -0.170
C -0.380 -0.343 0.207
C 0.352 0.347 -0.220
C -0.046 -0.235 0.099
C 0.203 0.338 -0.044
S -0.418 -0.693 0.244
O 0.127 0.092 -0.322
O -0.022 0.157 0.242
O -0.042 2.217 0.299
H 0.076 -0.151 -0.117
H -0.028 0.002 0.007
H 0.039 -0.018 -0.004
H 0.032 -0.031 0.020
H -0.019 -0.028 0.028
O -0.309 -0.530 0.532
S 0.292 0.546 -0.178
C 0.124 -0.331 -0.297
C 0.109 0.153 0.112
C 0.031 0.004 -0.115
C -0.006 0.111 0.086
C 0.002 -0.007 -0.008
C -0.006 0.104 0.143
C -0.063 -0.203 -0.027
C -0.331 -0.083 0.117
C 0.184 0.096 -0.062
C -0.062 0.005 0.006
C 0.027 -0.033 -0.066
C 0.014 0.049 -0.049
C -0.001 0.069 0.004
C -0.013 -0.053 0.017
H -0.027 -0.045 -0.062
H 0.046 -0.012 0.055
H 0.008 -0.046 0.005
H 0.015 -0.007 0.026
H -0.014 0.026 0.027
H 0.014 0.016 0.004
H -0.006 -0.014 -0.046
H -0.077 0.037 -0.071
H 0.041 0.004 -0.042
H 0.013 -0.078 -0.001
H 0.020 -0.047 -0.050
H 0.015 0.014 -0.014
H -0.005 0.049 -0.005
H 0.022 0.024 0.041
F -0.010 -0.229 -0.184
B 0.043 -0.412 1.435
F 0.042 0.187 -0.284
C -0.072 0.011 -0.083
P 0.065 0.181 -0.044
C -0.089 -0.084 0.072
C 0.010 -0.052 -0.049
C 0.033 -0.070 -0.031
C -0.042 0.074 0.063
C -0.003 -0.002 0.025
C -0.017 0.153 0.117
C 0.005 -0.159 -0.100
H -0.014 0.001 0.028
H 0.010 -0.035 0.000
H 0.027 0.037 -0.024
H 0.013 0.000 0.056
H 0.007 -0.042 -0.031
H 0.001 0.043 -0.034
H -0.038 -0.063 -0.001
H -0.013 -0.010 0.017
H -0.007 0.007 0.014
H 0.019 0.025 0.012
H 0.041 0.014 -0.059

Orbital gap (alpha / beta), eV: 6.07 / 7.11
Multiplicity: 2
Calculated total energy, hartree: -7301.0054
LUMO level (alpha / beta), eV: 2.244 / 2.244
Net charge: -1
Molar mass, g/mol: 1121.68
Largest force on an atom, eV Å⁻¹: 2.619

No. 2
C50H52BrInN3OPSe2Te as an isolated structure. Source: the OMol25 dataset; level of theory: ωB97M-V/def2-TZVPD.

Geometry (Å):
In 1.339 1.026 -0.544
C 5.364 0.056 -0.681
Se 4.181 1.568 -0.384
C 4.456 1.772 1.531
C 4.261 0.562 2.427
Se 2.418 -0.079 2.624
C 2.125 0.653 4.402
H 6.352 0.274 -0.281
H 5.434 -0.074 -1.758
H 4.952 -0.847 -0.236
H 3.774 2.579 1.803
H 5.483 2.128 1.639
H 4.545 0.855 3.439
H 4.887 -0.283 2.143
H 2.842 0.223 5.096
H 1.119 0.364 4.706
H 2.204 1.738 4.396
N 1.527 2.827 0.354
P 0.588 3.992 0.756
C 1.518 5.228 1.710
C 0.942 6.010 2.707
C 1.710 6.934 3.401
C 3.057 7.081 3.104
C 3.637 6.306 2.109
C 2.871 5.381 1.416
C -0.808 3.584 1.854
C -2.059 4.184 1.760
C -3.038 3.914 2.709
C -2.766 3.054 3.761
C -1.519 2.447 3.859
C -0.548 2.707 2.907
C -0.188 4.924 -0.596
C -0.827 4.209 -1.609
C -1.405 4.868 -2.681
C -1.347 6.254 -2.755
C -0.705 6.973 -1.759
C -0.125 6.313 -0.684
H -0.108 5.900 2.948
H 1.256 7.537 4.176
H 3.655 7.801 3.647
H 4.686 6.426 1.870
H 3.311 4.773 0.634
H -2.268 4.869 0.948
H -4.008 4.387 2.632
H -3.524 2.858 4.509
H -1.307 1.777 4.683
H 0.427 2.235 2.962
H -0.848 3.122 -1.578
H -1.885 4.300 -3.467
H -1.791 6.770 -3.595
H -0.650 8.052 -1.819
H 0.379 6.884 0.083
C -6.316 -3.770 0.752
C -4.892 -3.755 0.276
C -3.906 -4.466 0.950
C -2.585 -4.467 0.522
C -1.564 -5.247 1.316
C -2.258 -3.716 -0.618
Te -0.288 -3.982 -1.283
N 0.363 -2.166 -0.868
C 1.647 -2.065 -0.654
O 2.188 -0.938 -0.421
C 2.592 -3.227 -0.688
C 3.210 -3.568 -1.885
C 4.051 -4.671 -1.933
C 4.276 -5.426 -0.791
C 3.665 -5.076 0.406
C 2.820 -3.979 0.460
C -0.429 -3.729 -3.358
C 0.061 -2.561 -3.922
C 0.046 -2.426 -5.302
C -0.450 -3.457 -6.087
C -0.931 -4.620 -5.501
C -0.928 -4.785 -4.121
C -1.459 -6.044 -3.490
C -3.214 -2.953 -1.295
C -2.893 -2.062 -2.464
C -4.523 -3.000 -0.830
H -6.521 -4.650 1.359
H -7.010 -3.761 -0.088
H -6.528 -2.890 1.362
H -4.171 -5.038 1.831
H -1.997 -5.576 2.258
H -0.686 -4.641 1.554
H -1.220 -6.138 0.786
H 3.036 -2.969 -2.771
H 4.535 -4.938 -2.864
H 4.932 -6.285 -0.832
H 3.852 -5.657 1.299
H 2.353 -3.687 1.394
H 0.437 -1.756 -3.301
H 0.419 -1.516 -5.751
H -0.467 -3.357 -7.163
H -1.319 -5.416 -6.125
H -1.909 -6.692 -4.238
H -2.229 -5.827 -2.743
H -0.662 -6.611 -3.000
H -1.917 -1.589 -2.356
H -3.642 -1.275 -2.541
H -2.895 -2.615 -3.406
H -5.275 -2.415 -1.347
Br 0.881 1.034 -3.006
C -1.762 1.202 -0.321
C -3.088 1.238 0.045
C -3.411 0.413 1.112
C -2.425 -0.374 1.707
C -1.133 -0.303 1.244
N -0.813 0.513 0.217
H -3.811 1.868 -0.450
H -4.428 0.382 1.480
H -2.662 -1.027 2.535
H -0.325 -0.883 1.670

Atomic forces in eV per Å
In 0.247 0.381 0.205
C -0.057 -0.036 0.009
Se 0.097 -0.061 -0.064
C 0.017 0.105 0.053
C -0.074 0.058 0.023
Se 0.102 -0.128 -0.077
C -0.078 0.035 -0.021
H 0.000 0.015 0.001
H 0.002 -0.016 0.006
H -0.010 0.011 -0.012
H -0.002 -0.029 -0.014
H -0.036 0.018 0.031
H 0.072 -0.101 0.002
H -0.051 0.024 -0.085
H -0.006 -0.004 -0.007
H 0.023 0.030 0.003
H 0.002 0.001 -0.015
N -0.136 -0.202 0.074
P 0.039 0.031 -0.079
C 0.004 -0.080 -0.011
C -0.040 -0.010 -0.001
C 0.025 0.004 -0.010
C -0.020 -0.002 0.009
C -0.003 -0.005 -0.015
C 0.005 0.014 -0.057
C 0.022 0.078 0.093
C -0.008 0.025 0.009
C 0.023 0.004 -0.008
C -0.010 -0.012 -0.006
C -0.017 -0.037 0.005
C -0.028 -0.009 -0.048
C 0.046 0.076 -0.095
C 0.054 -0.076 0.043
C -0.009 0.010 0.002
C 0.005 -0.008 0.009
C -0.020 0.004 -0.003
C -0.069 -0.057 0.002
H -0.003 -0.015 0.004
H -0.009 0.008 0.016
H 0.008 0.013 0.006
H 0.016 -0.001 0.000
H 0.007 -0.012 0.013
H -0.014 0.015 -0.004
H -0.023 0.016 -0.004
H -0.011 -0.005 0.016
H -0.003 -0.006 0.011
H 0.008 -0.005 -0.008
H 0.007 0.136 -0.025
H -0.011 -0.016 -0.015
H -0.008 0.008 -0.015
H 0.009 0.010 -0.002
H 0.028 0.018 0.037
C 0.009 0.000 0.007
C 0.009 0.001 0.003
C 0.011 0.006 0.017
C -0.052 0.054 -0.011
C 0.011 -0.001 -0.009
C -0.010 -0.187 -0.008
Te 0.101 0.031 0.013
N -0.311 -0.079 0.017
C 0.153 0.034 -0.052
O 0.088 0.147 0.270
C -0.001 -0.027 0.017
C 0.000 -0.013 -0.010
C -0.002 -0.010 -0.011
C -0.012 0.011 0.004
C -0.004 -0.005 -0.016
C 0.062 0.071 0.021
C 0.009 -0.088 -0.014
C 0.089 -0.079 -0.030
C 0.012 0.005 0.037
C -0.015 -0.006 0.005
C -0.017 0.014 -0.009
C -0.050 0.036 -0.038
C 0.004 0.002 0.018
C 0.014 0.128 -0.005
C -0.006 0.026 0.031
C -0.001 0.061 0.028
H -0.005 -0.006 0.006
H -0.010 0.002 -0.008
H 0.003 0.005 0.002
H -0.007 -0.012 0.009
H 0.002 -0.003 -0.005
H -0.021 -0.028 0.017
H 0.000 0.012 -0.015
H -0.001 -0.001 -0.019
H 0.004 -0.003 -0.011
H 0.014 -0.011 0.002
H -0.002 -0.012 0.016
H -0.012 -0.014 0.014
H -0.041 0.009 -0.015
H 0.000 0.017 -0.018
H 0.006 0.004 -0.017
H -0.002 -0.005 -0.011
H 0.008 -0.010 -0.003
H -0.004 0.008 -0.003
H 0.002 -0.005 0.007
H -0.023 0.031 0.018
H -0.008 0.003 -0.002
H 0.008 -0.001 0.001
H -0.016 -0.001 -0.009
Br -0.069 -0.083 -0.190
C 0.009 0.035 0.009
C 0.018 -0.097 0.059
C -0.040 -0.002 -0.062
C -0.020 -0.008 0.025
C 0.085 -0.055 -0.037
N -0.047 -0.124 -0.017
H -0.006 0.017 -0.009
H -0.012 -0.007 0.011
H -0.008 -0.006 0.010
H -0.008 0.004 -0.004

Orbital gap (alpha / beta), eV: 7.87 / 7.19
Multiplicity: 2
Calculated total energy, hartree: -10352.1913
LUMO level (alpha / beta), eV: -2.203 / -2.881
Net charge: +1
Molar mass, g/mol: 1222.20
Largest force on an atom, eV Å⁻¹: 0.498